No. 1
C2H6O | wB97M-V/def2-TZVPD

Results
SMILES string = C=C.O
largest force on an atom = 4.8 eV Å⁻¹
DFT total energy = -154.975306 Ha
2S+1 = 1

Atoms and positions in Å:
C  -0.9707  -0.7934  1.5345
C  -0.9990  -0.1778  0.3829
H  -0.9358  -1.7745  1.4976
H  -1.0982  -0.2357  2.5318
H  -1.0640  0.8304  0.3959
H  -1.1148  -0.6792  -0.6426
O  1.9161  0.7349  -1.6113
H  1.8416  0.5756  -2.5087
H  2.4247  1.5199  -1.5799

No. 2
C2H6O | wB97M-V/def2-TZVPD

Results
SMILES string = CCO
largest force on an atom = 3.7 eV Å⁻¹
DFT total energy = -155.004499 Ha
2S+1 = 1

Atoms and positions in Å:
C  0.1033  1.1994  0.2401
C  0.0957  -0.1372  -0.6048
O  -0.2983  -1.1555  0.3329
H  -0.2291  0.9761  1.2449
H  1.0338  1.7456  0.3186
H  -0.5415  1.9423  -0.2653
H  1.1574  -0.2920  -0.7854
H  -0.6547  0.0000  -1.3752
H  0.3769  -1.7980  0.4964

No. 3
C2H6O | wB97M-V/def2-TZVPD

Results
charge = +1
largest force on an atom = 2.5 eV Å⁻¹
DFT total energy = -154.634055 Ha
2S+1 = 2
expectation value of S² = 0.7550

Atoms and positions in Å:
C  -0.1300  0.4912  0.1343
O  -0.5090  -0.5561  0.9109
C  0.6393  -0.0248  -1.0925
H  -0.9941  1.1802  -0.2227
H  0.3967  1.2361  0.7461
H  -0.6685  -0.2555  1.8419
H  -0.0077  -0.8203  -1.5098
H  0.6251  0.7573  -1.8617
H  1.5970  -0.5185  -0.9661

No. 4
C2H6O2 | wB97M-V/def2-TZVPD

Results
SMILES string = O=CO.C
largest force on an atom = 1.3 eV Å⁻¹
DFT total energy = -230.256102 Ha
2S+1 = 1

Atoms and positions in Å:
O  -0.3390  -0.7138  2.9150
C  -0.5529  -0.7148  1.7464
O  -1.6302  -0.0315  1.3247
H  0.0580  -1.2219  0.9339
H  -1.9392  -0.0384  0.4151
C  2.1284  1.1536  -4.5876
H  2.4891  0.6851  -3.6638
H  1.0476  1.1412  -4.3989
H  2.1263  0.6321  -5.5469
H  2.6397  2.0942  -4.8508

No. 5
C2H6O2 | wB97M-V/def2-TZVPD

Results
largest force on an atom = 7.6 eV Å⁻¹
DFT total energy = -230.107149 Ha
2S+1 = 1

Atoms and positions in Å:
C  -0.5505  0.6856  0.0233
C  0.4785  -0.2780  0.5004
H  -1.2230  -0.9260  -0.5986
H  0.0889  1.6797  -0.2538
H  -1.2921  0.8988  0.7329
H  -0.0454  -1.2223  0.3426
H  0.8157  -0.5373  1.8282
H  1.4371  -0.5537  -1.2446
O  -1.3874  0.0690  -1.0568
O  1.6782  0.1840  -0.2736

No. 6
C2H6O2 | wB97M-V/def2-TZVPD

Results
SMILES string = C=CO.O
largest force on an atom = 3.0 eV Å⁻¹
DFT total energy = -230.225392 Ha
2S+1 = 1

Atoms and positions in Å:
C  1.2679  -0.9307  0.5608
C  0.7175  0.0766  1.2786
O  -0.5076  0.7145  0.8289
H  2.0754  -1.5601  0.9719
H  1.0653  -0.9750  -0.5467
H  0.9537  0.1491  2.4036
H  -0.8969  0.0278  0.1543
O  -1.0877  0.0930  -1.9697
H  -0.6506  0.9262  -2.1541
H  -1.6967  0.0959  -2.7391

No. 7
C2H6O2 | wB97M-V/def2-TZVPD

Results
SMILES string = C1CO1.O
largest force on an atom = 0.3 eV Å⁻¹
DFT total energy = -230.229612 Ha
2S+1 = 1

Atoms and positions in Å:
C  -1.1339  -0.5291  -0.0060
C  0.0219  -0.7811  0.8527
O  -0.5459  0.5235  0.7590
H  -2.1257  -0.8312  0.3262
H  -0.9912  -0.4451  -1.0821
H  -0.1212  -1.2673  1.8152
H  1.0057  -0.8779  0.3985
O  1.3993  1.0560  -1.1671
H  0.7418  1.2382  -0.4742
H  1.7493  1.9141  -1.4222

No. 8
C2H6O2S | wB97M-V/def2-TZVPD

Results
largest force on an atom = 6.1 eV Å⁻¹
DFT total energy = -628.247432 Ha
2S+1 = 3
expectation value of S² = 2.0079

Atoms and positions in Å:
C  -0.1387  0.8080  -1.5156
C  0.7727  -0.5185  1.2720
O  -1.1438  -1.6171  -0.1989
O  -1.6731  0.4911  0.9739
S  -0.7319  -0.3164  0.2519
H  -0.6224  0.2973  -2.3267
H  -0.5065  1.8023  -1.3337
H  0.9364  0.7413  -1.5343
H  1.2788  0.4348  1.3631
H  0.4268  -0.8567  2.2424
H  1.4015  -1.2660  0.8058

No. 9
C2H6O2S2 | wB97M-V/def2-TZVPD

Results
SMILES string = O=CO.CSS
largest force on an atom = 3.1 eV Å⁻¹
DFT total energy = -1026.637071 Ha
2S+1 = 1

Atoms and positions in Å:
O  2.2946  -0.3223  -1.8134
C  3.3541  -0.7125  -2.2283
O  4.1752  -1.4421  -1.4702
H  3.9343  -0.1784  -3.0768
H  3.6505  -1.6455  -0.6782
C  -3.2031  -0.0243  1.1427
S  -2.6847  1.6161  0.6343
S  -0.8096  1.9343  1.2581
H  -2.7353  -0.3687  2.0711
H  -2.8678  -0.8253  0.4401
H  -4.2731  0.0260  1.1198
H  -0.8352  1.9428  2.6007

No. 10
C2H6O3 | wB97M-V/def2-TZVPD

Results
SMILES string = O=CO.CO
largest force on an atom = 4.5 eV Å⁻¹
DFT total energy = -305.492378 Ha
2S+1 = 1

Atoms and positions in Å:
O  -0.4820  2.1610  0.4421
C  -1.5512  1.7315  0.1335
O  -1.6696  0.8110  -0.8346
H  -2.5351  2.1098  0.4972
H  -0.9685  0.2479  -0.6902
C  1.2868  -1.3152  0.4286
O  0.3449  -0.8424  -0.6596
H  2.3568  -0.9976  0.3436
H  0.9137  -0.8561  1.3390
H  1.4443  -2.3673  0.4385
H  0.8598  -0.6826  -1.4381

No. 11
C2H6O3 | wB97M-V/def2-TZVPD

Results
SMILES string = COC=O.O
largest force on an atom = 2.3 eV Å⁻¹
DFT total energy = -305.470672 Ha
2S+1 = 1

Atoms and positions in Å:
C  0.5099  0.4391  0.4192
O  -0.6196  1.0587  -0.2108
C  -0.6682  1.1674  -1.5300
O  -1.6131  1.6595  -2.1176
H  0.5402  0.6878  1.4933
H  1.4595  0.7577  -0.0426
H  0.4172  -0.6550  0.3139
H  0.1782  0.5874  -1.9480
O  -0.2609  -2.2097  1.0391
H  0.5675  -1.7774  0.7309
H  -0.5107  -1.7156  1.8526

No. 12
C2H6O3S2 | wB97M-V/def2-TZVPD

Results
largest force on an atom = 2.8 eV Å⁻¹
DFT total energy = -1101.782311 Ha
2S+1 = 1

Atoms and positions in Å:
C  0.6361  -2.5403  1.3049
C  0.7671  -1.7911  0.1801
O  0.3143  1.4718  0.8323
O  0.6360  1.6342  -1.6451
O  -1.6695  1.5863  -0.9438
S  -1.9726  3.2288  -1.0540
S  -0.1453  0.9407  -0.6556
H  0.2100  0.8059  1.5165
H  0.3728  -3.5757  1.1892
H  0.5868  -2.0544  2.2710
H  0.5853  -2.3932  -0.7300
H  0.9196  -0.7472  -0.0614
H  -1.2407  3.4342  -2.2041

No. 13
C2H6O4S2 | wB97M-V/def2-TZVPD

Results
largest force on an atom = 4.0 eV Å⁻¹
DFT total energy = -1177.045357 Ha
2S+1 = 1

Atoms and positions in Å:
C  -1.9188  -0.0718  0.6073
C  -0.7263  0.0846  -0.4228
O  0.4739  -2.3267  -0.2802
O  1.6573  -0.3662  -1.0121
O  1.4099  1.8207  0.1096
O  1.0187  -0.5199  1.3495
S  2.4160  0.7800  -0.1115
S  0.5790  -0.9829  0.0505
H  -1.6427  0.1335  1.6380
H  -2.8487  0.4573  0.4455
H  -2.1485  -1.0698  0.5806
H  -0.3509  1.0302  -0.2757
H  -1.1005  -0.0126  -1.4036
H  3.1817  1.0436  -1.2751

No. 14
C2H6O6 | wB97M-V/def2-TZVPD

Results
SMILES string = O=COOOO.CO
largest force on an atom = 1.5 eV Å⁻¹
DFT total energy = -530.957287 Ha
2S+1 = 1

Atoms and positions in Å:
O  0.8270  1.9255  -0.3745
C  0.6545  0.9585  -1.0377
O  0.8408  -0.3241  -0.6943
O  1.1864  -0.5540  0.6703
O  2.5246  -0.4543  0.8844
O  3.1806  -1.6565  0.6254
H  0.3680  0.9184  -2.1008
H  3.1263  -2.1820  1.4420
C  -2.1784  -0.1082  0.2257
O  -1.8218  0.8828  -0.7143
H  -3.2215  -0.0051  0.5368
H  -1.5354  -0.0779  1.1070
H  -2.0447  -1.0716  -0.2700
H  -1.9064  1.7486  -0.2999

No. 15
C2H6OS | wB97M-V/def2-TZVPD

Results
SMILES string = CC=O.S
largest force on an atom = 1.1 eV Å⁻¹
DFT total energy = -553.200683 Ha
2S+1 = 1

Atoms and positions in Å:
C  0.8478  -0.7476  -0.6166
C  1.4763  0.5721  -0.3352
O  2.6669  0.7453  -0.3364
H  0.0695  -1.0541  0.0806
H  1.5956  -1.5448  -0.6687
H  0.3246  -0.7591  -1.5753
H  0.8035  1.4216  -0.1040
S  -2.4995  0.0517  0.7333
H  -1.7870  0.4161  1.8062
H  -3.4976  0.8990  1.0162

No. 16
C2H6OS | wB97M-V/def2-TZVPD

Results
SMILES string = CC=O.S
largest force on an atom = 5.2 eV Å⁻¹
DFT total energy = -553.176685 Ha
2S+1 = 1

Atoms and positions in Å:
C  -1.2744  1.5244  -0.8094
C  -1.8510  0.3586  -0.0441
O  -1.7251  -0.8375  -0.4542
H  -2.1270  2.0973  -1.2267
H  -0.6569  1.0654  -1.5571
H  -0.7662  2.2311  -0.0846
H  -2.3795  0.6574  1.0514
S  2.1582  -0.6049  0.4895
H  2.2827  0.4913  1.2078
H  1.6682  -1.4624  1.5321

No. 17
C2H6OS | wB97M-V/def2-TZVPD

Results
charge = +1
largest force on an atom = 0.5 eV Å⁻¹
DFT total energy = -552.846509 Ha
2S+1 = 2
expectation value of S² = 0.7537

Atoms and positions in Å:
C  0.4632  0.8091  -1.2441
S  1.8192  0.2068  -0.2821
H  -0.3104  0.0377  -1.2713
H  0.8207  1.0593  -2.2489
H  0.0732  1.6898  -0.7413
H  1.9697  -0.9535  -0.9559
O  -1.7469  -0.5177  0.6400
C  -1.2222  -0.7219  1.6916
H  -0.1461  -1.0269  1.7512
H  -1.7204  -0.5828  2.6608

No. 18
C2H6OS2 | wB97M-V/def2-TZVPD

Results
charge = -1
largest force on an atom = 3.3 eV Å⁻¹
DFT total energy = -951.336823 Ha
2S+1 = 2
expectation value of S² = 0.7542

Atoms and positions in Å:
S  -2.4755  1.1601  -0.5535
S  -1.8973  0.7145  -2.6830
H  -1.8423  -0.0111  -0.2157
H  -1.5975  1.9476  -2.6213
C  1.2290  -1.2756  0.1185
C  1.0295  -0.4985  1.2250
O  1.1198  0.8773  1.1785
H  1.5106  -2.3212  0.2469
H  1.7091  -0.9166  -0.7172
H  0.3141  -0.9790  1.9992
H  0.9004  1.3027  2.0226

No. 19
C2H6OS2 | wB97M-V/def2-TZVPD

Results
SMILES string = C=O.CSS
largest force on an atom = 1.7 eV Å⁻¹
DFT total energy = -951.354405 Ha
2S+1 = 1

Atoms and positions in Å:
C  -0.4415  0.3082  2.3217
O  -1.0020  0.5128  1.2823
H  0.5592  -0.1960  2.2680
H  -0.7677  0.6456  3.3144
C  -0.2460  -0.9421  -1.2376
S  -0.6622  0.7240  -1.7646
S  1.0642  1.9262  -1.2509
H  -0.4247  -1.6262  -2.0599
H  -0.7346  -1.2055  -0.2938
H  0.7562  -1.1164  -0.8282
H  1.8991  0.9693  -1.7515

No. 20
C2H6OS2 | wB97M-V/def2-TZVPD

Results
SMILES string = C=O.CSS
largest force on an atom = 1.9 eV Å⁻¹
DFT total energy = -951.364565 Ha
2S+1 = 1

Atoms and positions in Å:
C  -0.2915  1.5734  -1.7444
O  0.6425  0.8370  -1.8433
H  -0.8197  1.8714  -0.8232
H  -0.7484  2.2040  -2.5588
C  0.1981  -1.5292  0.1525
S  -0.9341  -0.5325  1.1869
S  0.5328  -0.2503  2.7147
H  0.5687  -2.3329  0.7873
H  -0.2710  -1.9776  -0.7232
H  0.9693  -0.8478  -0.1903
H  0.1533  0.9844  3.0418